Entry 1:
A 9-piece molecular cluster, C16H39BF4N3O5 overall in a non-equilibrium geometry. Source: the Open Molecules 2025 dataset; level of theory: ωB97M-V/def2-TZVPD.

Properties
* charge: -1
* HOMO: -6.87 eV
* frontier orbital gap: 9.32 eV
* LUMO level: 2.44 eV
* ΔE to the lowest compared entry with this formula, charge and spin: 65.89 kcal/mol
* largest force on an atom: 11.583 eV Å⁻¹
* DFT total energy: -1597.77633 a.u.

Each line ends with the Mulliken charge.
Positions of all 68 atoms, in Å:
1 H 2.64157 -1.53221 -1.21797  0.42
2 C -2.95043 -3.87721 -0.29797  0.30
3 C 4.18057 -0.58021 2.88303  0.11
4 F 0.83757 -1.44521 -1.30897  -0.48
5 C 3.24457 -3.49221 -0.93797  -0.05
6 O -2.41243 -0.51721 1.87703  -0.60
7 C -4.20743 -0.70521 -4.98497  -1.37
8 C 0.76557 4.51979 -3.92497  0.37
9 C 3.06157 2.20479 1.04203  0.26
10 N -4.14043 -3.99821 -0.62297  -0.53
11 H -1.12843 -2.80521 -0.36197  -0.11
12 H 3.82257 3.77479 -0.36097  0.37
13 C -1.62543 -3.64621 0.20303  -0.27
14 H 3.13957 1.92979 2.18303  0.11
15 H 0.08057 3.68879 3.52503  0.24
16 O 3.44657 -2.05221 -1.13397  -0.58
17 O -3.40043 -0.92721 -2.71497  -0.47
18 C 4.64057 -4.26221 -0.89197  -1.69
19 F -1.13943 -0.41221 -1.40597  -0.40
20 H 0.17057 3.37179 -2.24297  0.02
21 H -2.53543 -0.80921 -2.38197  0.62
22 C -0.86343 3.18879 3.80903  -1.15
23 H -1.69143 1.03979 4.19403  0.21
24 H 5.43457 -3.91621 -0.39897  0.49
25 C -3.22543 -0.15021 -3.89097  -0.62
26 H 1.86557 -0.34021 2.86203  -0.06
27 H -4.80643 0.17279 2.46103  0.26
28 H 5.15057 2.87279 0.65603  0.29
29 C -0.25443 4.00779 -2.95697  -0.48
30 H 0.10057 0.38479 4.99103  0.33
31 C 4.08757 3.35879 0.57303  -1.25
32 H -2.35143 -0.21721 -4.15297  0.56
33 H -4.94343 -1.45221 1.46303  0.26
34 B 0.10557 -0.33521 -0.83297  0.52
35 H -0.87443 -4.74221 0.13203  0.29
36 H -1.54743 -0.62021 1.32403  0.37
37 N 5.20157 -0.24421 3.07403  -0.42
38 F 0.66257 0.87379 -1.21297  -0.44
39 H -3.38243 0.82679 -3.86197  0.42
40 O 1.79557 2.66079 0.71103  -0.58
41 H -3.73143 -1.64721 -5.25397  0.29
42 H 2.52757 -1.87721 3.22803  0.56
43 H -0.81343 3.58379 4.95103  0.28
44 O 0.17157 1.36479 4.79103  -0.61
45 H -1.69543 3.62979 3.30803  0.34
46 H 2.82757 -3.53421 0.06103  0.19
47 H 3.93057 4.27179 1.20803  0.27
48 H -5.66643 0.06279 0.86103  0.34
49 H 3.34457 1.45679 0.38903  0.16
50 H -0.34343 1.07479 2.87903  -0.14
51 H 1.24157 1.92279 0.21303  0.35
52 H -0.72343 4.71579 -2.42897  0.38
53 H -5.13643 -1.01621 -4.73897  0.41
54 H 4.91757 -4.18321 -1.78997  0.55
55 H -1.44943 -3.72521 1.38803  0.32
56 H -3.17443 0.92779 0.87003  0.49
57 C -4.85543 -0.36821 1.43503  -1.17
58 H -3.21643 -0.16021 -0.14297  -0.14
59 H -4.28443 -0.16621 -5.91497  0.36
60 H 2.76857 -1.39621 1.51203  -0.10
61 C -0.78643 1.65179 3.80603  0.52
62 C -3.41943 -0.03321 1.04003  0.24
63 F 0.05557 -0.41821 0.54003  -0.57
64 N 1.64557 4.89679 -4.70297  -0.44
65 H 2.87657 -3.87521 -1.80397  0.39
66 C 2.68957 -1.07821 2.56003  -0.05
67 H -1.15243 3.48679 -3.39097  0.20
68 H 4.49557 -5.36421 -0.73797  0.32

Entry 2:
A 5-piece molecular cluster, H11O5 overall in a non-equilibrium geometry. Source: the Open Molecules 2025 dataset; level of theory: ωB97M-V/def2-TZVPD.

Properties
* charge: +1
* HOMO: -15.61 eV
* frontier orbital gap: 12.71 eV
* LUMO level: -2.91 eV
* ΔE to the lowest compared entry with this formula, charge and spin: 6.96 kcal/mol
* largest force on an atom: 2.152 eV Å⁻¹
* DFT total energy: -382.56696 a.u.

Each line ends with the Mulliken charge.
Positions of all 16 atoms, in Å:
1 H -3.62263 -1.02930 -1.08549  0.32
2 H -0.54359 2.82757 1.33709  0.32
3 O 3.08396 -0.80732 -0.68782  -0.66
4 O -0.58779 0.10429 -0.30997  -0.50
5 O -3.17558 -0.44808 -0.45306  -0.65
6 O -0.08796 2.40980 0.60438  -0.62
7 H 0.82545 -2.16515 1.33141  0.35
8 O 0.92124 -1.26972 0.99548  -0.61
9 H -1.48345 -0.28654 -0.35792  0.45
10 H 0.32798 3.07628 0.05273  0.32
11 H 3.24995 0.04100 -1.10355  0.32
12 H 1.85906 -1.23281 0.70349  0.34
13 H 0.10074 -0.58706 0.14086  0.53
14 H -0.33994 1.03928 0.01200  0.45
15 H 3.32972 -1.43256 -1.37890  0.33
16 H -3.85715 -0.23969 0.19924  0.32

Entry 3:
C8H24AlFO4 as an isolated structure in a non-equilibrium geometry. Source: the Open Molecules 2025 dataset; level of theory: ωB97M-V/def2-TZVPD.

Properties
* charge: +2
* HOMO: -16.45 eV
* frontier orbital gap: 2.96 eV
* LUMO level: -13.50 eV
* ΔE to the lowest compared entry with this formula, charge and spin: 0.22 kcal/mol
* largest force on an atom: 1.551 eV Å⁻¹
* DFT total energy: -961.57092 a.u.

Each line ends with the Mulliken charge.
Positions of all 38 atoms, in Å:
1 H -5.28169 0.29328 -33.16855  0.37
2 H -9.08837 3.21334 -34.08473  0.24
3 H -6.68084 -1.41528 -29.21440  0.35
4 C -7.60592 0.42060 -28.60996  0.33
5 H -10.15917 2.50039 -29.63643  0.37
6 H -4.99581 1.53494 -34.28575  0.43
7 H -7.64522 1.13531 -27.74574  0.35
8 C -11.51770 0.29572 -30.12945  -0.75
9 H -10.97530 1.01973 -35.20908  0.34
10 H -5.94364 3.74553 -33.63393  0.34
11 O -6.36740 3.46215 -32.81144  -0.43
12 H -8.66399 0.12718 -28.77996  0.04
13 H -7.06864 -1.35634 -27.48706  0.39
14 O -9.44146 1.55108 -33.00268  -0.38
15 H -6.81826 1.74141 -31.80764  -0.25
16 H -10.82710 2.92488 -33.60108  0.40
17 C -6.50902 2.03128 -32.80403  0.88
18 H -12.64336 1.55957 -28.67922  0.34
19 O -10.75393 2.22722 -28.89684  -0.33
20 H -10.38545 2.45491 -36.06844  0.38
21 C -9.89853 2.46681 -33.98558  0.05
22 O -7.18823 1.08528 -29.76074  -0.33
23 C -10.16389 1.74597 -35.27422  -1.28
24 H -9.28329 1.14745 -35.52825  0.33
25 H -5.71092 -0.43553 -28.13741  0.34
26 H -11.15862 -0.38930 -29.36680  0.27
27 H -10.74452 0.46256 -30.87801  0.16
28 H -12.42228 -0.06741 -30.61993  0.36
29 F -8.90848 2.94860 -30.75059  -0.93
30 H -9.40546 2.03357 -32.14419  0.36
31 H -4.39820 1.73326 -32.57982  0.36
32 H -12.26436 2.35342 -30.22679  0.27
33 C -6.73596 -0.76533 -28.33677  -1.29
34 C -11.89168 1.65484 -29.45727  -0.12
35 Al -7.95950 5.49274 -31.17476  1.02
36 C -5.20017 1.38163 -33.22396  -1.31
37 H -7.81504 1.82460 -29.96743  0.30
38 H -7.29971 1.81541 -33.54638  0.01

Entry 4:
A 2-piece molecular cluster, O2 overall in a non-equilibrium geometry. Source: the Open Molecules 2025 dataset; level of theory: ωB97M-V/def2-TZVPD.

Properties
* multiplicity: 2
* charge: +1
* HOMO (spin up / spin down): -24.29 / -22.87 eV
* frontier orbital gap (spin up / spin down): 7.55 / 6.68 eV
* LUMO level (spin up / spin down): -16.74 / -16.19 eV
* ΔE to the lowest compared entry with this formula, charge and spin: 218.09 kcal/mol
* largest force on an atom: 9.851 eV Å⁻¹
* DFT total energy: -149.54925 a.u.

Each line ends with the Mulliken charge.
Positions of all 2 atoms, in Å:
1 O 0.11503 -0.42712 -0.85417  0.50
2 O -0.11503 0.42712 0.85417  0.50

Entry 5:
A 2-piece molecular cluster, C3H10N2O overall in a non-equilibrium geometry. Source: the Open Molecules 2025 dataset; level of theory: ωB97M-V/def2-TZVPD.

Properties
* charge: 0
* SMILES string: C/C(N)=C/N.O
* HOMO: -8.15 eV
* frontier orbital gap: 9.00 eV
* LUMO level: 0.85 eV
* ΔE to the lowest compared entry with this formula, charge and spin: 35.71 kcal/mol
* largest force on an atom: 2.345 eV Å⁻¹
* DFT total energy: -305.01774 a.u.

Each line ends with the Mulliken charge.
Positions of all 16 atoms, in Å:
1 H -1.03975 1.69420 1.94232  0.27
2 H -1.92229 -0.14502 -0.09804  0.20
3 H -1.83422 2.06068 0.33049  0.34
4 H -0.29032 -3.43582 -1.04610  0.35
5 H -0.85222 -0.97543 0.92189  0.30
6 H -0.31358 -1.99090 -0.68394  0.44
7 C -0.15909 0.81308 0.12492  0.24
8 H 1.50004 -1.22316 0.04869  0.26
9 N 1.92286 -0.36686 -0.28979  -0.57
10 C -0.90120 1.87901 0.87712  -1.30
11 N -0.96880 -0.43033 0.07713  -0.63
12 H 2.30289 -0.59738 -1.20078  0.25
13 C 1.11604 0.76620 -0.28418  -0.14
14 H -0.37059 2.84369 0.82687  0.35
15 O 0.23888 -2.64484 -1.19773  -0.68
16 H 1.57134 1.75286 -0.34888  0.32

Entry 6:
C5H20ClO5 as an isolated structure in a non-equilibrium geometry. Source: the Open Molecules 2025 dataset; level of theory: ωB97M-V/def2-TZVPD.

Properties
* charge: -1
* HOMO: -5.24 eV
* frontier orbital gap: 8.82 eV
* LUMO level: 3.57 eV
* ΔE to the lowest compared entry with this formula, charge and spin: 140.11 kcal/mol
* largest force on an atom: 5.727 eV Å⁻¹
* DFT total energy: -1038.72040 a.u.

Each line ends with the Mulliken charge.
Positions of all 31 atoms, in Å:
1 H -7.20409 13.20429 2.44683  0.20
2 H -6.52714 14.76864 1.48233  -0.18
3 H -7.61423 13.88971 -0.91152  0.70
4 H -4.69653 15.23008 -3.40463  0.31
5 H -6.01867 12.60084 1.26359  0.26
6 O -5.87015 13.62375 -3.53072  -0.66
7 H -7.71725 13.29241 -2.56991  0.32
8 O -4.73022 14.89014 0.40358  -0.62
9 C -8.30065 13.87834 -3.28015  -0.89
10 Cl -6.21138 13.37486 -1.13596  -0.78
11 H -6.44415 16.18587 0.53608  0.19
12 C -5.81619 15.50883 1.11521  -0.14
13 C -6.96699 12.39264 1.75901  -0.64
14 H -9.51800 15.86850 -0.02516  0.31
15 H -5.11346 14.26357 -0.21458  0.41
16 H -5.40981 16.12415 1.91791  0.34
17 H -8.07796 16.19491 -0.97406  0.26
18 C -5.58764 14.95148 -3.96712  -0.76
19 H -6.82613 11.44914 2.28633  0.29
20 O -9.61222 13.88579 -2.83605  -0.46
21 H -5.49607 14.93477 -5.05314  0.21
22 H -7.93564 15.31372 0.58739  0.25
23 H -7.65215 12.70093 0.01806  0.30
24 H -8.20529 13.41576 -4.26251  0.37
25 H -7.93203 14.90410 -3.27549  0.27
26 C -8.54228 15.47094 -0.30445  -0.85
27 H -6.34044 15.69115 -3.69454  0.32
28 H -10.07103 14.18841 -3.62314  0.31
29 O -8.52695 14.18681 -0.92798  -0.59
30 H -5.93220 13.55398 -2.57527  0.52
31 O -7.95219 12.23336 0.80098  -0.56

Entry 7:
An isolated molecule of C5H7FO in a non-equilibrium geometry. Source: the Open Molecules 2025 dataset; level of theory: ωB97M-V/def2-TZVPD.

Properties
* charge: 0
* HOMO: -7.93 eV
* frontier orbital gap: 7.94 eV
* LUMO level: 0.00 eV
* ΔE to the lowest compared entry with this formula, charge and spin: 100.40 kcal/mol
* largest force on an atom: 3.729 eV Å⁻¹
* DFT total energy: -369.63901 a.u.

Each line ends with the Mulliken charge.
Positions of all 14 atoms, in Å:
1 C 0.06790 0.21677 0.05956  0.76
2 H -1.93798 -0.29442 0.54782  0.33
3 H -0.69455 -1.08608 -1.45092  0.26
4 H -1.08616 0.51955 1.87976  0.36
5 H 0.93111 0.98673 1.64868  0.31
6 C 0.24190 -0.65329 -0.98775  -0.39
7 F 0.86239 -0.22370 -3.19742  -0.30
8 O 1.10829 0.72569 0.77518  -0.49
9 H 2.06983 0.46231 -1.58557  0.31
10 C -1.20809 0.50223 0.71963  -1.23
11 H 2.06085 -1.94617 -0.58452  0.13
12 C 1.42195 -0.42303 -1.97322  0.27
13 H -1.55405 1.51528 0.42368  0.28
14 C 1.44727 -1.77006 -1.56852  -0.62

Entry 8:
An isolated molecule of C3H8N2OS2 in a non-equilibrium geometry. Source: the Open Molecules 2025 dataset; level of theory: ωB97M-V/def2-TZVPD.

Properties
* charge: 0
* SMILES string: NC(=O)[C@H](N)CSS
* HOMO: -8.96 eV
* frontier orbital gap: 9.45 eV
* LUMO level: 0.48 eV
* ΔE to the lowest compared entry with this formula, charge and spin: 6.05 kcal/mol
* largest force on an atom: 2.261 eV Å⁻¹
* DFT total energy: -1100.24570 a.u.

Each line ends with the Mulliken charge.
Positions of all 16 atoms, in Å:
1 C -0.59597 0.65918 0.26515  -0.72
2 H 0.77145 -1.43878 1.76672  0.26
3 H 0.64588 -2.02778 0.24165  0.14
4 H 1.49000 0.77309 0.73662  0.29
5 O 2.11270 0.78749 -1.65226  -0.61
6 H -0.06728 -1.50275 -1.66006  0.18
7 H 0.96979 -1.04496 -2.94929  0.23
8 H -2.79199 2.48203 1.90297  0.14
9 S -1.33463 0.24431 1.88402  -0.06
10 H -0.56467 1.74440 0.17550  0.45
11 N 0.96120 -1.25388 0.79591  -0.59
12 H -1.27221 0.22831 -0.47159  0.34
13 C 1.30367 -0.00251 -1.21448  0.40
14 C 0.83977 0.08528 0.25288  0.17
15 N 0.68196 -0.92294 -1.99238  -0.39
16 S -3.14968 1.18951 1.91863  -0.24